1.
A 6-piece molecular cluster, C6H26N2O5 overall, computed with the ωB97M-V functional and the def2-TZVPD basis.

```
39
Properties=species:S:1:pos:R:3:forces:R:3:mulliken_charge:R:1
C -2.4865 -1.3561 -1.8033 0.68 -0.19 -0.18 -0.97
N -1.1626 -0.9845 -1.1511 -0.87 1.87 -1.82 -0.50
C -0.7815 0.4394 -1.6524 -0.34 -1.65 -1.33 -0.25
C 0.1483 1.0896 -0.6460 -0.23 2.18 0.64 -0.38
N -0.6742 1.7145 0.4901 0.44 -0.58 0.43 -0.22
C -0.3786 1.0663 1.8631 2.53 2.03 -0.68 0.46
C 1.2057 0.9521 2.1469 -0.20 2.17 -2.03 -0.72
C -0.7500 1.8925 3.1188 -2.22 -0.49 -0.57 -1.54
H -2.4419 -0.9881 -2.8831 -0.24 -0.08 1.58 0.32
H -3.3964 -1.0184 -1.2574 0.84 -0.27 -0.89 0.45
H -2.5399 -2.4344 -1.9247 0.07 -0.27 0.26 0.34
H -1.0911 -0.9684 -0.1424 -0.65 -0.33 0.13 0.21
H -0.2965 0.1336 -2.6350 -0.09 1.08 0.99 0.32
H -1.6898 1.0906 -1.9839 1.48 -1.12 1.15 0.27
H 0.9015 0.4673 -0.1874 -0.26 -0.87 -0.19 -0.41
H 0.8317 1.8778 -1.0879 -1.11 -0.65 0.10 0.33
H -0.4753 2.7133 0.4953 0.03 -0.28 0.28 0.30
H -0.8546 0.1012 1.7119 0.05 -0.24 0.87 0.23
H 1.8061 1.4984 1.2472 -1.53 -1.51 2.43 0.11
H 1.4838 1.5450 3.0845 -0.30 -1.44 -1.14 0.44
H 1.3539 -0.1139 2.1076 1.15 0.15 0.58 0.20
H -0.1886 2.8824 3.0257 -0.35 -1.57 0.91 0.38
H -1.8204 2.1900 3.0527 0.32 -0.17 0.33 0.42
H -0.6581 1.1608 4.0467 0.31 2.14 -1.73 0.30
O 0.8996 -2.1774 -2.7774 -1.11 -0.31 1.31 -0.78
H 0.8192 -1.4348 -3.3553 0.15 0.69 -0.95 0.34
H 0.1043 -2.0053 -2.1663 0.82 -0.17 -0.30 0.47
O 1.4678 -1.9181 1.4572 -0.14 3.86 -0.25 -0.60
H 1.8746 -1.9289 0.5968 0.46 -0.18 -0.77 0.31
H 1.3506 -2.7621 1.7211 -0.60 -4.31 1.28 0.29
O 2.7533 -1.9076 -0.8787 -0.26 1.69 0.74 -0.78
H 3.0963 -2.7327 -1.0897 1.30 -2.41 -0.36 0.26
H 2.1317 -1.7710 -1.5953 -0.96 0.09 -0.93 0.41
O -3.7865 0.7716 -0.5509 -0.94 0.54 -0.11 -0.67
H -3.8411 1.6392 -0.1567 -0.22 0.56 0.09 0.34
H -3.0235 0.4278 -0.1119 1.02 -0.32 0.43 0.24
O 3.0974 0.5575 -0.0235 0.94 1.39 0.05 -0.57
H 2.9876 -0.3245 -0.3481 0.25 -0.98 -0.31 0.32
H 4.0235 0.6153 0.2430 -0.22 -0.03 -0.05 0.30
```
Forces are in eV/Å.

Calculated values
- SMILES string = CNCCNC(C)C.O.O.O.O.O
- HOMO-LUMO gap (eV) = 9.0957
- LUMO energy (eV) = 0.512

2.
C51H41LuN10O8Se as an isolated structure, computed with the ωB97M-V functional and the def2-TZVPD basis.

```
112
Properties=species:S:1:pos:R:3:forces:R:3:mulliken_charge:R:1
Lu -0.7212 0.6118 -0.4965 -0.25 0.16 0.31 1.98
C -2.6915 -2.7948 4.2865 -0.16 -0.19 -0.01 -2.05
C -1.2767 -2.8357 3.7621 -0.12 -0.50 0.35 1.00
C -0.3981 -3.6317 4.4030 -0.57 0.25 -0.20 -1.05
C 0.9979 -3.8693 4.1473 0.59 -0.02 -0.25 -0.49
C 1.8778 -3.1725 3.4205 0.00 0.14 0.01 -1.62
C 1.6683 -1.8990 2.6622 -0.37 0.07 0.10 1.63
N -0.9342 -1.9267 2.7568 0.15 0.22 0.00 0.65
C 2.0214 -1.9909 1.1899 0.26 -0.28 -0.11 -0.48
C 2.4001 -3.1722 0.5581 -0.01 0.23 0.09 -0.36
C 2.7866 -3.1312 -0.7708 0.07 0.23 -0.01 -1.42
C 2.8467 -1.9110 -1.4218 -0.06 0.03 0.27 -0.72
C 2.4810 -0.7716 -0.7143 0.25 -0.50 0.13 0.76
N 2.0582 -0.8197 0.5512 0.21 0.03 -0.17 0.52
C 2.7386 0.5730 -1.2840 0.44 0.05 -0.17 -0.55
C 4.0586 0.8561 -1.6132 -0.20 0.05 0.02 -0.83
C 4.3817 2.1364 -2.0308 -0.22 0.05 -0.01 -1.04
C 3.3652 3.0592 -2.1451 0.00 -0.22 0.02 -1.14
C 2.0510 2.6833 -1.8510 0.05 0.21 0.00 0.81
C 0.9523 3.6661 -2.0735 -0.28 -0.03 -0.01 -1.35
N 1.7476 1.4649 -1.3928 -0.28 -0.39 0.01 1.13
H -3.2683 -3.6615 3.9655 -0.12 0.01 -0.07 0.33
H -3.1990 -1.8926 3.9661 -0.09 0.07 -0.01 0.20
H -2.6802 -2.8101 5.3766 0.02 0.00 0.00 0.58
H -0.8020 -4.2117 5.2246 -0.04 0.08 0.09 0.39
H 1.3859 -4.7459 4.6548 0.09 0.03 0.05 0.37
H 2.9106 -3.4995 3.4324 0.05 -0.19 -0.01 0.55
H 2.3947 -4.1056 1.1010 -0.07 -0.04 0.04 0.49
H 3.0738 -4.0343 -1.2859 -0.03 -0.12 -0.06 0.40
H 3.1592 -1.8297 -2.4491 0.04 0.00 -0.13 0.51
H 4.8149 0.0954 -1.5042 0.04 -0.10 0.02 0.58
H 5.4024 2.4006 -2.2581 0.12 0.05 -0.04 0.44
H 3.5680 4.0678 -2.4712 -0.05 0.09 -0.02 0.54
H 0.8693 3.8469 -3.1477 -0.07 0.03 0.02 0.50
H 1.1628 4.6182 -1.5839 0.04 -0.01 0.02 0.47
H -0.0001 3.2703 -1.7234 0.11 0.19 -0.06 -0.25
O 0.6281 6.0641 1.7437 -0.36 0.21 0.06 -0.57
C 1.7305 5.3522 1.6297 0.25 -0.18 -0.07 0.35
O 2.8256 5.8568 1.5453 -0.02 0.04 0.12 -0.64
C 1.5866 3.8728 1.5780 -0.22 -0.21 -0.05 0.31
C 2.6112 2.9491 1.7269 -0.44 0.20 -0.02 -0.91
N 2.0829 1.7335 1.5371 -0.11 0.27 0.01 -0.07
N 0.7819 1.8059 1.2162 -0.54 -0.03 -0.11 0.80
C 0.4550 3.0940 1.2542 0.29 0.08 0.19 -0.11
C -0.9653 3.5040 0.9141 0.61 0.26 0.30 0.27
O -1.4380 4.4817 1.5081 -0.05 0.17 -0.05 -0.93
O -1.5222 2.7893 0.0533 -0.09 -0.48 -0.55 -0.19
H -0.2262 5.5255 1.7628 0.44 -0.08 -0.02 0.39
H 3.6450 3.1118 1.9584 0.19 -0.03 0.03 0.59
H 2.5111 0.8058 1.4662 -0.22 0.17 -0.06 0.26
Se -8.2261 3.3070 0.5863 0.17 -0.06 0.00 0.26
N -6.8422 3.1876 1.6672 0.81 -0.07 0.59 -0.93
C -5.9090 2.4557 1.0879 -1.19 0.50 -0.12 1.08
C -4.6470 2.1222 1.6860 0.89 -0.34 0.24 0.40
C -4.2770 2.5946 2.9490 0.26 -0.21 -0.21 -0.86
C -3.0579 2.2108 3.4618 -0.23 -0.01 -0.13 -1.49
C -2.2459 1.3728 2.7012 0.04 -0.13 0.21 -0.18
N -2.5629 0.9305 1.4968 -0.03 0.12 -0.30 0.81
C -3.7497 1.2958 0.9768 -0.19 0.45 0.79 -0.21
C -4.0929 0.8078 -0.3533 -0.56 -0.07 -0.60 -0.89
N -3.1990 0.0286 -0.9816 0.23 0.54 0.21 0.53
C -3.4995 -0.4482 -2.1777 -0.13 -0.27 -0.22 -0.36
C -4.7036 -0.1911 -2.8268 -0.14 0.01 0.27 -0.72
C -5.6324 0.6167 -2.2076 0.26 -0.15 0.23 -0.62
C -5.3342 1.1337 -0.9432 0.71 -0.58 -0.29 0.75
C -6.2504 1.9644 -0.2144 -1.14 0.63 0.27 0.56
N -7.4495 2.3149 -0.6415 0.49 -0.56 -0.76 -0.91
H -4.9433 3.2546 3.4827 -0.06 0.03 0.05 0.54
H -2.7224 2.5609 4.4241 0.06 0.00 0.10 0.51
H -1.2895 1.0464 3.0902 0.06 0.04 -0.01 0.22
H -2.7489 -1.0788 -2.6407 0.08 0.05 -0.01 0.19
H -4.8939 -0.6161 -3.7978 0.03 -0.04 -0.15 0.50
H -6.5806 0.8560 -2.6644 -0.06 0.03 -0.05 0.57
C 0.2984 -1.2053 2.9135 0.36 0.12 -0.12 -1.29
N -1.4066 -2.0200 1.4199 0.07 -0.23 0.13 1.69
C -2.8572 -2.0792 1.3232 -0.19 0.05 0.07 -1.48
C -0.8554 -3.1838 0.7182 0.08 -0.13 -0.12 -1.41
C -0.5490 -2.9254 -0.7462 -0.08 0.25 0.18 -0.28
C -0.4083 -4.0737 -1.5230 -0.08 -0.03 0.08 -0.42
C -0.0801 -3.9987 -2.8612 0.06 -0.07 -0.06 -1.14
C 0.1248 -2.7504 -3.4193 0.02 0.12 -0.17 -0.64
C -0.0173 -1.6116 -2.6389 -0.09 0.08 0.13 -0.64
C -0.3655 -1.6294 -1.2679 -0.12 -0.19 -0.33 1.28
H 0.3139 -0.8488 3.9499 0.05 0.10 -0.14 0.60
H 0.2432 -0.3548 2.2222 0.07 -0.05 0.36 -0.41
H 2.4128 -1.1888 3.0639 -0.12 -0.02 -0.06 0.62
H -3.2818 -3.0132 1.7170 0.14 0.00 -0.02 0.28
H -3.1082 -2.0099 0.2668 0.00 -0.07 0.04 0.48
H -3.3065 -1.2428 1.8463 -0.02 -0.01 -0.02 0.16
H -1.5449 -4.0420 0.7880 0.09 0.08 0.10 0.77
H 0.0626 -3.4858 1.2273 -0.18 0.02 0.01 0.16
H -0.5717 -5.0440 -1.0690 -0.03 -0.10 0.05 0.47
H 0.0033 -4.8984 -3.4555 0.03 -0.05 -0.05 0.32
H 0.3826 -2.6544 -4.4654 0.03 0.01 -0.10 0.53
H 0.1592 -0.6615 -3.1371 0.00 0.05 -0.03 -0.03
O -0.1908 1.3531 -4.3207 -0.19 0.04 0.03 -0.79
C -1.1846 1.5604 -3.6343 0.11 0.11 -1.17 -0.47
O -1.2461 1.4085 -2.3680 0.15 -0.18 0.85 0.85
C -2.4839 2.0152 -4.2683 0.12 -0.04 0.46 0.08
C -3.4050 2.7050 -3.4922 0.22 -0.03 -0.03 -0.38
C -4.6422 3.0923 -3.9961 -0.18 0.08 -0.39 -1.40
C -4.9080 2.7520 -5.3010 0.29 -0.20 -0.23 1.08
O -6.0461 2.9819 -6.0334 0.12 0.04 0.56 -0.51
C -5.7684 2.5104 -7.3332 -0.70 0.22 -1.07 -0.30
O -4.5189 1.8607 -7.3391 0.46 -0.27 0.28 -0.51
C -3.9818 2.0658 -6.0893 -0.27 0.25 0.32 0.97
C -2.7587 1.6855 -5.5987 -0.13 0.06 -0.20 -1.30
H -3.1438 2.9349 -2.4702 0.02 0.01 0.14 0.70
H -5.3638 3.6281 -3.4014 -0.09 0.08 0.10 0.52
H -5.7416 3.3597 -8.0374 0.05 -0.13 0.22 0.26
H -6.5567 1.8119 -7.6516 0.21 0.08 0.17 0.25
H -2.0315 1.1570 -6.1929 0.10 -0.06 -0.07 0.54
```
Forces are in eV/Å.

Calculated values
- HOMO-LUMO gap (eV) = 7.0922
- LUMO energy (eV) = -0.934

3.
C44H69F3O39 as an isolated structure, computed with the ωB97M-V functional and the def2-TZVPD basis.

```
155
Properties=species:S:1:pos:R:3:forces:R:3:mulliken_charge:R:1
C -2.7978 0.7403 0.9574 2.14 -3.12 1.90 -0.01
C -2.4775 -0.2341 2.1581 -3.01 2.83 -1.73 0.27
O -3.0356 -1.5162 1.7528 -0.59 0.95 1.63 -0.45
C -3.5483 -1.3888 0.5430 -1.97 -4.64 -0.36 0.66
O -4.1994 -2.3184 -0.0274 2.26 3.46 2.69 -0.70
O -3.2646 -0.2199 0.0477 1.56 -1.81 0.06 -0.73
H -1.8443 1.1231 0.5936 -1.70 0.02 -0.13 0.28
H -3.5636 1.5090 1.0612 0.54 -0.64 1.29 1.08
H -2.8694 0.3268 3.0065 -0.49 -1.38 0.71 1.02
H -1.4488 -0.5373 2.3530 -9.13 12.22 -2.72 -0.69
C 4.4370 0.4517 -0.6460 -1.20 1.37 -0.33 -0.09
C 3.8722 -0.5845 0.2723 1.73 -1.49 0.12 0.69
O 4.5022 -0.3646 1.5269 -0.78 -0.17 0.35 -0.54
C 5.3173 0.6508 1.4186 3.08 0.47 1.64 0.48
O 6.0387 0.9868 2.3615 -1.56 0.26 -1.95 -0.68
O 5.3837 1.1031 0.1485 1.38 1.04 1.41 -0.42
H 3.5703 1.1076 -0.7282 1.56 -0.05 -1.06 0.20
H 4.7075 0.1811 -1.6666 1.34 0.20 1.07 0.59
H 4.1829 -1.5686 -0.0785 0.31 0.76 0.64 0.60
H 2.8051 -0.4845 0.4708 1.32 -0.28 -0.62 -1.32
C 3.9471 1.3418 6.9692 0.12 -0.16 -2.01 -0.40
C 4.2433 1.8195 5.5319 -0.33 1.78 0.96 -0.60
O 2.8701 1.8327 4.9212 3.85 -1.06 3.19 -0.42
C 2.1618 0.8878 5.5061 0.55 -0.86 3.60 0.11
O 1.0979 0.4585 5.1089 8.12 -2.45 0.73 -0.27
O 2.7639 0.6009 6.7439 -2.32 -1.14 -1.02 -0.52
H 3.7367 2.1922 7.6178 0.19 -0.29 0.26 0.27
H 4.7208 0.6419 7.2848 -0.13 0.34 0.47 0.39
H 5.0132 1.2881 4.9724 -0.68 -0.41 -0.36 0.31
H 4.5174 2.8729 5.5880 0.09 -0.12 -0.41 0.31
C -2.2061 -3.1319 -1.4231 -0.96 0.21 0.12 -0.66
C -2.1485 -4.1927 -0.2687 -0.31 3.62 -0.68 0.00
O -1.1970 -5.0404 -0.7817 1.96 -1.52 -1.36 -0.45
C -0.4577 -4.4587 -1.8323 0.46 -2.44 0.89 0.32
O 0.4477 -5.0347 -2.4035 -1.70 0.94 1.62 -0.54
O -0.9041 -3.2308 -2.0320 -1.22 -1.04 0.67 0.34
H -2.2986 -2.0806 -1.1505 0.28 -0.81 0.14 -0.28
H -3.0119 -3.3297 -2.1299 0.30 -0.25 -0.44 0.49
H -3.0912 -4.6348 0.0537 0.24 -0.28 -0.59 0.54
H -1.7742 -3.5783 0.5502 0.09 -0.74 0.44 -0.05
C -4.4921 -0.2334 -1.7294 -1.41 2.02 -0.53 0.47
C -4.1844 1.1874 -1.2079 -1.63 0.50 -0.83 1.48
O -5.3012 1.9706 -1.6095 -1.36 0.26 -0.82 -0.69
C -6.1079 1.2645 -2.4782 1.87 -0.66 -0.53 0.38
O -7.0882 1.6405 -3.0361 0.33 0.11 0.68 -0.56
O -5.4759 0.0697 -2.7509 -0.66 -0.09 0.37 -0.54
H -4.8860 -0.8372 -0.9118 -0.87 0.20 -1.40 0.73
H -3.6126 -0.7324 -2.1363 -0.58 0.02 -0.31 -0.48
H -3.2708 1.5825 -1.6521 -1.81 0.37 0.92 0.80
H -4.0988 1.2448 -0.1228 -1.87 1.17 -2.40 -1.13
C -0.3954 -1.7094 2.9562 0.58 -6.60 1.37 -1.73
C 0.4371 -2.3816 1.8330 -3.88 -1.47 2.55 0.53
O 1.1985 -3.4768 2.2827 0.61 -2.29 1.28 -0.27
C 0.5398 -4.7042 2.3937 -0.27 0.31 0.40 0.53
O -0.5826 -4.8818 1.9629 2.31 -0.50 1.26 -0.44
O 1.3646 -5.5931 3.1314 -1.17 2.89 -1.81 -0.32
C 0.9800 -6.9233 3.3146 0.12 -1.90 0.20 -0.74
H -1.0711 -1.0166 2.4547 9.26 -11.84 3.08 -0.05
H 0.1926 -1.2784 3.7666 -0.27 -1.03 0.53 0.46
H -1.0003 -2.5006 3.3993 -0.52 -0.15 0.11 1.20
H 1.0429 -1.5887 1.3945 -4.43 -2.55 2.09 -0.79
H -0.2300 -2.6498 1.0137 0.80 -1.05 1.24 -0.25
H 1.8411 -7.4439 3.7337 0.23 0.42 0.26 0.30
H 0.8081 -7.5260 2.4228 -0.41 0.67 -0.47 0.32
H 0.1701 -7.1087 4.0202 -0.26 0.58 -0.12 0.30
C 1.7609 1.1824 2.7484 -1.80 -6.06 -3.52 -1.04
C 0.9051 0.0807 2.1678 2.39 2.69 -0.11 -0.82
O 0.2242 0.6504 1.0466 1.09 -4.47 -2.64 1.63
C -0.3203 -0.1404 0.1400 -1.90 -1.23 -0.91 -1.79
O -0.7350 -1.3094 0.2194 -0.37 4.35 -1.10 1.28
O -0.5995 0.6404 -0.8999 0.10 0.12 -0.40 0.35
C -1.4101 0.3077 -2.0830 2.11 -2.89 3.68 -0.18
H 1.2454 2.1131 2.9854 -4.58 -5.14 -4.84 -0.61
H 2.4677 1.5078 1.9851 0.09 -0.18 1.41 -0.10
H 2.1639 0.9068 3.7230 0.12 -1.24 -3.31 0.22
H 0.1894 -0.3849 2.8453 2.16 3.25 -1.16 -0.14
H 1.5281 -0.7187 1.7667 1.00 3.02 1.35 0.05
H -0.7787 0.5914 -2.9251 1.07 -0.51 3.99 -0.56
H -2.3210 0.9050 -2.1205 1.62 -4.18 2.40 -1.51
H -1.5585 -0.7465 -2.3174 -0.46 0.82 1.97 0.52
C -0.0544 -1.3244 -3.6799 -1.81 -3.82 -4.99 1.31
C 0.4752 -2.7340 -4.0810 1.74 1.47 1.91 -1.39
O -0.3928 -3.7149 -4.6372 0.20 2.13 1.75 0.11
C -0.2534 -4.0387 -5.8814 5.03 1.13 -0.74 0.71
O 0.7515 -3.8794 -6.5951 -2.01 0.24 0.83 -0.67
O -1.2934 -4.6840 -6.1415 -3.40 -2.07 -1.03 -0.31
C -1.7460 -4.8527 -7.4408 -1.21 -0.17 -0.99 -0.73
H -0.6474 -1.4519 -2.7742 1.50 -0.53 -1.53 -0.62
H -0.6358 -0.8417 -4.4653 1.02 -2.28 -0.12 1.01
H 0.6843 -0.5383 -3.5235 -3.67 -4.72 -2.62 -1.12
H 0.6772 -3.0964 -3.0731 0.92 -0.26 -1.09 -0.36
H 1.4264 -2.6873 -4.6114 -0.19 -0.17 -0.39 0.61
H -2.1500 -5.8644 -7.4768 0.53 -0.13 -0.55 0.24
H -1.0392 -4.5562 -8.2158 0.27 -0.54 0.22 0.36
H -2.6277 -4.2254 -7.5712 -0.05 0.29 0.06 0.25
C 0.7756 1.7510 -3.7963 -2.68 0.99 -0.85 -0.03
C 1.7517 0.6676 -3.7028 4.09 2.76 -0.82 -1.77
O 1.3648 -0.0901 -2.6318 6.35 1.35 8.72 1.75
C 2.2336 -0.8967 -1.8747 1.59 -0.47 -0.70 0.57
O 3.4590 -1.0383 -2.0294 -5.10 -0.69 -1.59 -0.71
O 1.4608 -1.5548 -0.9765 0.54 1.46 -1.49 0.53
C 2.0470 -2.3403 0.0581 3.35 -3.09 -2.77 -0.89
H 0.9895 2.6468 -4.3793 0.85 -0.13 -0.17 0.35
H 0.3923 2.0977 -2.8367 0.73 -0.14 0.00 0.13
H -0.1980 1.4794 -4.2043 3.58 -1.24 -0.26 0.17
H 2.6718 1.2073 -3.4787 0.55 -0.65 0.01 0.45
H 1.9103 0.0727 -4.6022 -0.19 0.01 -0.03 0.98
H 1.8563 -1.9250 1.0477 3.81 -1.83 -3.07 1.10
H 3.1060 -2.5045 -0.1410 -0.81 -0.06 -0.12 0.33
H 1.7627 -3.3881 -0.0394 -1.30 0.29 0.09 0.13
C -2.3722 3.3788 0.2069 1.38 -0.33 0.77 -1.14
C -0.8833 3.0302 0.7284 -3.39 1.62 0.20 -0.46
O -0.8518 2.0827 1.8266 -2.12 3.48 2.36 1.11
C -1.0802 2.4265 3.1233 -0.24 4.09 -2.34 0.02
O -1.3737 3.5575 3.4762 0.09 -0.92 0.33 -0.60
O -0.8176 1.4146 3.8400 0.08 -2.80 0.20 0.23
C -0.6372 1.3893 5.2426 -4.11 2.71 0.79 -1.16
H -3.1459 3.0074 0.8789 0.32 0.40 -0.31 0.29
H -2.4309 2.9104 -0.7755 -0.56 0.67 0.25 0.22
H -2.5417 4.4554 0.2246 0.33 0.04 -0.49 0.48
H -0.5293 4.0367 0.9516 -0.01 -1.19 0.81 1.10
H -0.3102 2.6427 -0.1139 -0.92 -0.55 0.91 0.46
H -1.5627 1.7668 5.6774 -0.24 -0.15 0.26 0.48
H 0.1426 2.1167 5.4685 -0.63 0.08 0.45 0.07
H -0.3185 0.3710 5.4652 -2.76 0.95 0.89 0.36
C 1.0994 4.3974 -0.5551 0.90 -1.02 0.13 -0.90
C 1.7488 3.8401 -1.7874 -2.08 2.24 -0.14 0.46
O 2.0007 2.5050 -1.5978 -0.42 -1.03 0.12 -0.32
C 1.8898 2.2336 -0.2852 0.84 1.63 1.75 -0.16
O 2.2543 1.2402 0.2892 -1.59 2.85 -2.74 -0.18
O 1.5092 3.3624 0.3727 1.01 -0.63 -4.55 -0.22
F 2.9035 4.4278 -1.9756 2.58 1.18 -0.77 -0.45
H 0.0171 4.4879 -0.6482 0.17 -0.33 -0.11 0.16
H 1.4238 5.3889 -0.2392 0.53 -0.42 -0.20 0.78
H 1.0605 4.1581 -2.5704 0.37 -1.10 -0.93 0.46
C 2.0864 3.1886 3.4326 0.77 5.61 1.24 -0.59
C 1.7474 4.1980 4.4849 -0.27 -0.49 -2.34 0.93
O 1.1965 5.2468 3.7169 -0.58 0.57 1.35 -0.40
C 0.9232 4.7814 2.5108 -1.89 1.87 -1.73 0.41
O 0.3260 5.4136 1.6631 0.72 0.86 1.26 -0.61
O 1.3063 3.5652 2.2856 0.39 0.82 5.32 0.23
F 2.9435 4.5283 4.8436 3.95 2.51 2.78 -0.40
H 1.7853 2.1617 3.6398 2.42 4.32 3.94 0.23
H 3.1204 3.2060 3.0880 -0.02 0.29 0.58 0.67
H 1.2196 3.9494 5.4055 -0.79 0.10 -0.42 0.29
C -3.1921 1.7838 -4.8195 -0.30 2.05 -0.38 -0.90
C -1.8390 1.6459 -4.0519 -6.17 0.69 -4.80 0.17
O -1.7477 0.2367 -4.0445 -1.84 2.94 -3.82 -0.51
C -2.8045 -0.3891 -4.5147 -1.72 -1.84 -2.98 0.53
O -2.8684 -1.5737 -4.6778 -0.28 1.17 0.91 -0.49
O -3.6843 0.5058 -4.9920 -0.71 -0.78 0.08 -0.36
F -2.0319 2.0455 -2.8283 0.16 8.86 -1.71 -0.12
H -3.1670 2.3267 -5.7644 0.88 -0.56 -0.56 0.38
H -3.9097 2.4567 -4.3501 -0.11 -0.44 1.08 0.36
H -1.0990 2.2528 -4.5737 -1.07 -0.21 0.16 0.69
```
Forces are in eV/Å.

Calculated values
- HOMO-LUMO gap (eV) = 8.5317
- LUMO energy (eV) = -0.371